No. 1
Computed, not measured: a 3-piece molecular cluster, C27H48BF8IN4O14PS4 overall in a non-equilibrium geometry, with the ωB97M-V functional and the def2-TZVPD basis.

Last column: Mulliken charge in e.
Cartesian coordinates (Å):
C (4.286, 4.069, 2.387)  -0.81
N (3.554, 3.012, 3.076)  -0.11
C (2.226, 2.674, 2.590)  -0.70
C (2.004, 1.132, 2.536)  1.61
P (3.501, 0.371, 3.392)  0.18
S (3.875, 0.558, 5.295)  -0.32
C (2.193, 0.547, 1.062)  -3.12
I (3.563, 1.535, -0.230)  0.07
C (0.803, 0.137, 0.478)  2.26
C (0.594, 0.488, -0.986)  -2.10
C (-0.690, -0.008, -1.670)  -0.36
C (-0.544, 0.047, -3.202)  -1.47
C (-0.408, 1.458, -3.785)  -1.01
N (-1.697, 1.895, -4.347)  0.07
C (-1.745, 3.176, -4.920)  0.34
C (-1.366, 4.320, -4.017)  -0.72
O (-2.084, 3.331, -6.069)  -0.62
N (-0.215, 0.581, 1.500)  0.94
C (-0.937, 1.883, 1.123)  -0.73
C (-0.297, 3.250, 1.154)  -2.00
O (0.606, 3.429, 0.079)  0.06
C (0.689, 4.741, -0.396)  0.47
C (2.012, 5.379, -0.162)  -0.98
O (-0.250, 5.210, -0.947)  -0.53
S (-1.649, -0.631, 1.510)  1.31
O (-1.954, -0.797, 2.892)  -0.64
O (-1.374, -1.722, 0.647)  -0.38
C (-3.312, 0.152, 0.910)  0.31
F (-3.668, 1.004, 1.860)  -0.26
F (-4.046, -0.958, 1.036)  -0.18
C (-3.718, 0.759, -0.482)  0.79
F (-4.995, 1.118, -0.242)  -0.36
F (-3.058, 1.877, -0.775)  -0.16
C (-3.745, -0.242, -1.710)  0.59
F (-4.985, -0.504, -2.061)  -0.33
F (-3.133, -1.382, -1.382)  -0.12
F (-3.111, 0.318, -2.727)  -0.11
C (0.574, 0.574, 2.850)  0.96
C (-0.223, 1.266, 4.009)  -1.94
C (0.570, 1.908, 5.153)  -0.27
F (-0.049, 3.133, 5.446)  -0.41
B (0.837, -0.955, 3.441)  0.29
O (1.080, -0.908, 4.782)  -0.65
N (0.684, -2.183, 2.659)  0.45
C (-0.114, -3.162, 3.444)  -1.28
C (1.908, -2.882, 2.226)  -1.30
H (5.024, 4.493, 3.070)  0.41
H (3.643, 4.895, 2.052)  0.15
H (4.823, 3.687, 1.515)  0.20
H (3.542, 3.197, 4.070)  0.35
H (2.071, 3.137, 1.614)  -0.19
H (1.475, 3.124, 3.245)  0.30
H (4.530, 0.771, 2.553)  0.11
H (3.337, -0.972, 3.031)  -0.01
H (2.713, -0.401, 1.202)  0.52
H (0.860, -0.955, 0.491)  1.18
H (0.757, 1.546, -1.187)  -0.27
H (1.402, -0.053, -1.494)  1.03
H (-0.837, -1.056, -1.400)  0.82
H (-1.553, 0.616, -1.416)  -0.23
H (-1.434, -0.412, -3.641)  0.71
H (0.336, -0.542, -3.477)  0.40
H (-0.082, 2.198, -3.049)  0.17
H (0.362, 1.452, -4.568)  0.54
H (-1.976, 1.266, -5.099)  0.27
H (-1.466, 4.061, -2.962)  0.07
H (-0.308, 4.556, -4.187)  0.24
H (-1.965, 5.194, -4.267)  0.41
H (-1.772, 1.964, 1.817)  1.14
H (-1.285, 1.727, 0.106)  -0.41
H (0.115, 3.553, 2.116)  0.08
H (-1.170, 3.902, 0.991)  0.96
H (2.075, 6.311, -0.724)  0.48
H (2.805, 4.705, -0.500)  0.25
H (2.167, 5.549, 0.907)  0.17
H (-0.874, 0.536, 4.476)  0.97
H (-0.898, 2.034, 3.625)  0.38
H (1.617, 2.110, 4.946)  -0.03
H (0.523, 1.293, 6.052)  0.34
H (1.880, -1.341, 5.120)  0.35
H (0.527, -3.779, 4.085)  0.45
H (-0.610, -3.834, 2.736)  0.25
H (-0.866, -2.674, 4.057)  0.45
H (2.398, -2.386, 1.379)  0.49
H (2.635, -3.015, 3.039)  0.31
H (1.637, -3.885, 1.885)  0.50
C (3.715, -4.663, -3.397)  -0.40
C (2.511, -4.124, -4.144)  -0.37
O (1.764, -3.431, -3.119)  -0.21
S (2.758, -2.792, -2.065)  1.15
O (2.965, -1.412, -2.352)  -0.62
O (2.322, -3.148, -0.758)  -0.55
O (4.048, -3.600, -2.476)  -0.31
H (3.474, -5.556, -2.820)  0.30
H (4.568, -4.857, -4.039)  0.31
H (1.888, -4.900, -4.576)  0.32
H (2.795, -3.405, -4.913)  0.31
C (-4.549, -4.302, -2.478)  0.36
C (-4.936, -5.071, -1.229)  -0.39
O (-5.353, -6.345, -1.730)  -0.34
S (-4.495, -6.742, -3.018)  1.08
O (-3.415, -7.581, -2.642)  -0.52
O (-5.388, -7.111, -4.051)  -0.53
O (-3.903, -5.281, -3.299)  -0.32
H (-5.426, -3.921, -3.004)  0.27
H (-3.857, -3.491, -2.279)  -0.32
H (-5.753, -4.613, -0.679)  0.33
H (-4.081, -5.219, -0.565)  0.38

Cartesian forces, eV/Å:
C 0.02 0.26 -0.04
N 0.10 -0.06 0.08
C -0.18 0.54 0.49
C -0.01 0.26 -2.03
P 0.08 0.44 1.06
S -0.06 -0.06 -0.20
C -0.12 -0.33 0.78
I 0.06 0.13 -0.09
C 1.15 -0.27 -0.72
C -0.32 -0.02 -0.49
C 0.81 -0.04 -0.30
C 0.29 0.16 0.28
C -0.11 0.02 -0.22
N 0.23 0.14 -0.61
C 0.18 0.07 0.20
C 0.33 -0.14 0.12
O -0.28 0.02 0.02
N 0.18 0.68 -0.32
C 0.21 -0.15 0.26
C -0.81 0.38 -0.43
O 0.52 -0.07 0.61
C -0.05 -0.20 -0.05
C 0.34 -0.05 -0.41
O -0.38 0.38 -0.10
S 0.11 -0.96 0.39
O 0.12 0.24 -0.12
O 0.01 0.42 0.09
C 0.14 -0.25 -0.09
F -0.06 0.25 0.06
F -0.21 -0.15 0.08
C -1.00 -0.05 0.31
F 0.00 0.01 -0.11
F -0.01 0.23 -0.14
C 0.23 0.37 0.19
F -0.15 -0.13 0.03
F -0.20 -0.20 -0.14
F -1.11 -0.08 -0.03
C 0.12 -0.62 1.66
C 0.00 0.14 -0.31
C -0.22 0.07 0.17
F 0.18 -0.10 -0.11
B -0.48 -0.13 -0.40
O 0.26 0.30 -0.30
N 0.33 -0.02 0.79
C 0.15 -0.22 -0.24
C 0.06 0.06 -0.47
H -0.06 -0.11 -0.05
H 0.14 -0.15 0.16
H -0.09 -0.01 0.08
H -0.01 -0.09 -0.02
H 0.29 -0.37 0.08
H 0.10 -0.13 0.01
H 0.02 -0.14 -0.34
H -0.15 -0.11 -0.11
H 0.01 0.09 -0.30
H -0.65 0.09 0.43
H -0.02 -0.02 0.17
H 0.02 0.23 0.20
H -0.20 0.36 0.00
H 0.64 -0.42 0.18
H 0.57 -0.15 -0.13
H -0.11 -0.03 0.00
H -0.07 -0.11 0.08
H -0.05 0.03 0.06
H 0.02 -0.07 0.16
H -0.12 0.10 -0.07
H -0.16 0.10 -0.05
H 0.08 -0.06 0.01
H 0.01 -0.10 -0.15
H 0.13 0.01 0.34
H 0.04 -0.22 -0.16
H 0.11 -0.06 -0.05
H -0.06 -0.03 0.21
H -0.11 0.02 0.11
H -0.16 0.07 -0.16
H -0.12 -0.09 -0.16
H 0.21 0.13 0.02
H -0.02 -0.11 0.01
H 0.00 0.08 -0.09
H -0.34 -0.19 0.16
H -0.08 0.14 0.07
H -0.01 0.10 0.08
H -0.02 0.00 0.00
H -0.14 -0.14 0.30
H -0.07 0.01 0.03
H -0.01 0.18 -0.10
C -0.13 -0.24 0.01
C 0.16 0.09 -0.18
O -0.03 -0.15 0.04
S -0.05 0.18 -0.06
O 0.07 -0.07 -0.05
O -0.07 -0.03 -0.07
O 0.08 0.03 -0.08
H -0.02 0.00 0.00
H 0.08 0.15 0.06
H -0.12 0.01 0.13
H 0.02 -0.01 0.01
C -0.29 0.06 -0.04
C 0.26 0.04 0.14
O -0.15 0.07 -0.06
S -0.03 -0.03 -0.01
O 0.03 0.01 -0.04
O 0.01 -0.03 0.04
O 0.14 0.04 0.07
H -0.01 -0.01 0.02
H 0.13 -0.08 -0.06
H -0.12 -0.13 -0.06
H 0.01 0.04 -0.01

* HOMO: -11.418 eV
* total energy: -146539.379 eV
* largest force on an atom: 2.05 eV/Å
* 2S+1: 1
* charge: +1

=====

No. 2
Computed, not measured: a 2-piece molecular cluster, C5H8O3 overall in a non-equilibrium geometry, with the ωB97M-V functional and the def2-TZVPD basis.

Last column: Mulliken charge in e.
Cartesian coordinates (Å):
C (-0.462, 0.204, 1.656)  -0.14
C (-0.465, -0.807, 0.439)  -0.06
C (-1.003, -0.970, -0.874)  -1.04
C (0.657, 0.835, -1.677)  -0.20
C (-0.185, 0.718, 0.321)  0.12
H (1.482, 1.063, 2.461)  0.30
H (-1.424, 0.511, 1.947)  0.34
H (0.297, -1.548, 0.774)  0.28
H (-1.812, -0.338, -0.961)  0.38
H (-1.130, -1.914, -1.055)  0.50
H (-0.196, 1.363, -2.195)  0.32
H (1.602, 0.767, -2.322)  0.26
H (-1.231, 1.000, -0.205)  0.28
O (0.492, -0.544, 2.579)  -0.52
O (-0.045, -0.491, -1.951)  -0.43
O (0.948, 0.938, -0.332)  -0.39

Cartesian forces, eV/Å:
C 0.77 -3.43 -0.11
C 0.96 -0.13 1.91
C 1.62 3.58 -0.72
C -1.21 -3.60 -2.97
C -1.92 -1.66 0.83
H -1.67 -3.57 0.68
H -0.69 0.38 1.71
H -0.08 1.12 -0.98
H -2.53 0.48 -0.70
H -1.14 -5.34 -1.92
H 1.34 1.42 1.37
H -1.36 0.39 1.27
H 2.82 0.78 1.49
O 0.17 6.92 -1.97
O 1.02 -0.28 1.32
O 1.91 2.93 -1.21

* HOMO: -8.424 eV
* total energy: -11445.767 eV
* largest force on an atom: 7.20 eV/Å
* 2S+1: 1

=====

No. 3
Computed, not measured: C11H20Cl2O5SSn as an isolated structure in a non-equilibrium geometry, with the ωB97M-V functional and the def2-TZVPD basis.

Last column: Mulliken charge in e.
Cartesian coordinates (Å):
C (-0.652, 0.974, -1.961)  0.64
C (-1.493, -0.153, -1.736)  0.28
C (-0.660, -1.272, -1.462)  0.68
C (-2.965, -0.164, -1.807)  -1.45
C (0.697, -0.854, -1.583)  0.35
C (0.705, 0.541, -1.865)  0.44
C (1.895, 1.389, -2.029)  -1.32
C (-1.119, 2.348, -2.222)  -1.61
C (-1.133, -2.621, -1.100)  -1.64
C (1.872, -1.738, -1.473)  -1.66
Sn (0.372, 0.891, 1.895)  1.44
Cl (-1.968, 0.446, 1.617)  -0.39
Cl (0.210, 3.198, 1.494)  -0.33
O (2.085, 0.434, 1.033)  -0.53
H (-3.367, 0.803, -1.489)  0.31
H (-3.370, -0.935, -1.144)  0.32
H (-3.326, -0.365, -2.827)  0.26
H (-1.894, -2.562, -0.307)  0.27
H (-0.303, -3.234, -0.731)  0.38
H (-1.582, -3.136, -1.963)  0.24
H (1.699, -2.519, -0.719)  0.32
H (2.761, -1.161, -1.198)  0.38
H (2.070, -2.241, -2.434)  0.24
H (2.738, 0.966, -1.470)  0.30
H (1.736, 2.405, -1.641)  0.26
H (2.180, 1.466, -3.092)  0.23
H (-1.916, 2.612, -1.510)  0.30
H (-1.523, 2.458, -3.243)  0.24
H (-0.296, 3.060, -2.091)  0.42
H (2.370, -0.423, 1.402)  0.28
O (2.860, 3.869, -0.051)  -1.04
H (3.533, 4.205, 0.595)  0.05
C (-1.100, -1.255, 4.804)  -0.93
S (0.508, -1.022, 4.049)  1.26
O (1.541, -1.662, 4.812)  -0.59
O (0.391, -1.412, 2.595)  -0.61
O (0.666, 0.543, 3.975)  -0.73
H (-0.982, -1.976, 5.619)  0.37
H (-1.823, -1.627, 4.069)  0.30
H (-1.416, -0.278, 5.187)  0.29

Cartesian forces, eV/Å:
C 0.48 -1.52 0.35
C 1.48 0.05 0.00
C 0.47 1.17 -0.54
C -0.23 0.02 0.10
C -1.45 0.72 0.29
C -1.41 -0.62 0.35
C 0.53 0.41 -0.15
C -0.12 0.48 -0.03
C -0.16 -0.35 0.02
C 0.32 -0.22 -0.03
Sn 0.05 0.88 -2.25
Cl 0.72 -0.08 0.32
Cl 0.11 -0.90 0.57
O -0.58 -0.31 1.25
H -0.21 0.03 -0.02
H -0.21 -0.04 0.00
H -0.21 0.01 0.06
H 0.00 -0.21 -0.04
H -0.17 -0.07 -0.01
H -0.07 -0.24 0.14
H 0.23 -0.01 -0.04
H 0.03 -0.18 0.00
H 0.23 -0.11 0.13
H -0.04 0.32 -0.16
H 0.33 -0.20 -0.01
H 0.15 0.09 0.08
H 0.03 0.20 -0.17
H -0.01 0.19 0.09
H -0.21 0.01 -0.05
H -0.18 0.28 -0.35
O 0.96 0.64 0.75
H -0.81 -0.38 -0.76
C -0.01 -0.11 0.34
S 0.11 1.29 -2.43
O -0.50 0.17 0.11
O 0.20 0.27 2.19
O -0.30 -1.77 0.12
H 0.00 0.18 -0.14
H 0.40 0.23 0.01
H 0.07 -0.30 -0.10

* HOMO (spin up / spin down): 0.440 / 0.440 eV
* total energy: -63679.914 eV
* largest force on an atom: 2.75 eV/Å
* 2S+1: 1
* charge: -2

=====

No. 4
Computed, not measured: one molecule with the formula C4H5NOS2 in a non-equilibrium geometry, with the ωB97M-V functional and the def2-TZVPD basis.

Last column: Mulliken charge in e.
Cartesian coordinates (Å):
C (1.325, 0.649, -0.189)  0.25
C (-0.950, 0.812, -0.293)  0.56
C (-2.118, -0.090, 0.080)  -0.25
C (-2.127, -1.457, 0.043)  -0.58
H (4.432, -0.717, 0.810)  0.19
H (1.030, 1.718, -0.155)  0.26
H (-3.117, 0.362, 0.216)  0.30
H (-2.865, -2.235, 0.547)  0.27
H (-1.058, -1.851, -0.124)  0.24
N (2.312, -0.100, -0.356)  -0.40
O (0.092, -0.044, -0.583)  -0.30
S (4.001, 0.552, 0.026)  -0.17
S (-0.956, 2.399, -0.021)  -0.37

Cartesian forces, eV/Å:
C -0.58 -1.32 -2.61
C -1.37 -3.54 1.09
C -2.19 -0.98 -1.11
C 2.50 -0.32 1.75
H -1.03 2.70 -1.79
H 1.27 -0.43 0.79
H 0.90 0.36 0.25
H 1.17 2.24 -1.59
H -1.98 0.00 0.02
N 2.11 0.68 1.28
O 0.92 3.09 1.04
S -1.24 -3.08 1.25
S -0.47 0.58 -0.37

* HOMO: -9.173 eV
* total energy: -29433.015 eV
* largest force on an atom: 3.95 eV/Å
* SMILES string: C=CC(=S)O/C=N/S
* 2S+1: 1